Entry 1:
Formula: C4H7N2O
Source: the OMol25 dataset
Level of theory: ωB97M-V/def2-TZVPD

The relative energy (zero: lowest compared OMol25 entry of this formula, charge and spin) comes out at 43.6 kcal/mol. The charge is +1. As for the HOMO-LUMO gap: 10.32 eV. As for the maximum force: 0.0272 hartree/bohr. For the HOMO energy, the calculation gives -13.49 eV.

Geometry (Å):
C -0.5049 -0.1215 -0.9226
C 2.2591 -0.5364 0.0094
C -1.9460 -0.9508 0.4537
C -2.1749 0.3755 0.4155
N -1.2864 0.8870 -0.5116
N 1.2205 0.1443 0.1756
O -0.9500 -1.2510 -0.4281
H 0.0740 -0.1205 -1.8320
H 3.1831 -0.4056 0.5650
H 2.2520 -1.3169 -0.7412
H -2.3907 -1.7527 1.0058
H -2.8833 0.9794 0.9434
H -1.2063 1.8565 -0.7774
H 1.2343 0.8678 0.8913

Cartesian forces (eV/Å) of the 6 atoms listed first:
C -0.3 0.7 -0.4
C 0.5 -0.2 0.0
C -0.7 1.0 0.7
C -0.1 -1.0 0.4
N 0.2 -0.2 -0.5
N -0.2 0.3 0.3

---

Entry 2:
Formula: C5H10N2O
Source: the OMol25 dataset
Level of theory: ωB97M-V/def2-TZVPD

The relative energy (zero: lowest compared OMol25 entry of this formula, charge and spin) comes out at 238.5 kcal/mol. The charge is 0. As for the HOMO-LUMO gap: 8.54 eV. As for the maximum force: 0.1494 hartree/bohr. For the HOMO energy, the calculation gives -8.04 eV.

Geometry (Å):
C -2.1627 0.2234 0.1955
C -0.5692 0.0424 -0.1844
C 1.6788 0.9734 0.3460
C 1.7776 -0.4225 -0.2151
C 0.4492 -0.9732 0.5645
H -2.7244 -1.3005 -0.9442
H -2.2897 0.6705 1.4186
H -2.4583 1.0302 -0.8246
H -0.5767 -0.5147 -1.3198
H -0.0608 2.0001 0.3863
H 1.8193 0.9478 1.3722
H 2.5832 1.6383 -0.2610
H 1.5138 -0.1097 -1.2755
H 1.5683 -2.2530 -0.7415
H 0.5952 -0.7086 1.6353
N 0.1630 1.2113 -0.3302
N 1.7220 -1.6921 0.0528
O -3.0285 -0.7628 0.1252

Cartesian forces (eV/Å) of the 6 atoms listed first:
C 2.4 5.5 0.1
C -0.8 -5.9 -1.9
C 2.3 0.5 -4.8
C -2.6 5.3 -3.3
C 0.1 0.6 -0.4
H -1.6 2.2 4.9

---

Entry 3:
Formula: C26H33Cl2HgN5OS2
Source: the OMol25 dataset
Level of theory: ωB97M-V/def2-TZVPD

The relative energy (zero: lowest compared OMol25 entry of this formula, charge and spin) comes out at 18.2 kcal/mol. The charge is -1. Its spin multiplicity is 2. As for the HOMO-LUMO gap (spin up / spin down): 4.19 / 5.77 eV. As for the maximum force: 0.0098 hartree/bohr. For the HOMO energy (spin up / spin down), the calculation gives -2.24 / -3.83 eV.

Geometry (Å):
Hg 0.4725 0.3786 0.2992
C 4.9313 0.1289 4.2440
S 3.6034 1.3394 4.3954
C 2.4658 0.8210 3.1068
S 2.9949 -0.1657 1.8153
N 1.3021 1.3428 3.3403
N 0.3136 1.1225 2.4273
C -0.8523 1.6536 2.7274
C -1.9794 1.3539 1.9520
C -3.2649 1.8867 2.2528
C -4.3614 1.4873 1.5502
C -4.1977 0.5340 0.5050
C -2.9204 0.1015 0.2322
N -1.8227 0.4787 0.8911
H 5.6077 0.3235 5.0767
H 5.4536 0.2387 3.2969
H 4.5308 -0.8799 4.3162
H -0.9417 2.2752 3.6132
H -3.3446 2.6041 3.0612
H -5.3422 1.8800 1.7920
H -5.0388 0.1580 -0.0614
H -2.7520 -0.6122 -0.5624
C -3.2504 -2.1397 -2.7825
C -1.9682 -1.3510 -2.9125
O -1.1079 -1.4206 -2.0614
C -1.7781 -0.4802 -4.1198
C -2.7664 -0.3447 -5.0914
C -2.5557 0.4634 -6.1991
C -1.3521 1.1402 -6.3395
C -0.3647 1.0087 -5.3708
C -0.5732 0.2036 -4.2620
H -3.2009 -2.7364 -1.8755
H -3.3833 -2.7951 -3.6451
H -4.1133 -1.4722 -2.7290
H -3.7074 -0.8698 -4.9874
H -3.3286 0.5639 -6.9506
H -1.1868 1.7782 -7.1989
H 0.5704 1.5433 -5.4783
H 0.1818 0.1111 -3.4876
Cl 0.9045 -4.8775 -1.4052
C 1.2093 -3.1969 -0.8909
Cl 0.6985 -2.8886 0.7650
H 0.6505 -2.5341 -1.5415
H 2.2752 -3.0136 -0.9523
C 4.8575 1.0745 -2.4529
C 3.5208 1.0418 -3.2067
C 3.2509 2.4169 -3.8324
C 3.5751 -0.0274 -4.3040
C 2.4466 0.7296 -2.2476
C 1.5737 0.4539 -1.4544
H 5.6698 1.3613 -3.1274
H 5.0791 0.0946 -2.0294
H 4.8112 1.7853 -1.6281
H 4.0575 2.6897 -4.5188
H 3.1763 3.1775 -3.0552
H 2.3096 2.4074 -4.3864
H 4.3487 0.2203 -5.0365
H 2.6180 -0.1044 -4.8209
H 3.8045 -1.0026 -3.8729
C -1.9964 3.3110 -3.5120
N -2.2608 3.4283 -2.0894
C -3.6360 3.3090 -1.6375
C -1.2692 3.2774 -1.2213
N -0.4090 3.1113 -0.4692
H -2.3990 4.1768 -4.0440
H -2.4555 2.4028 -3.9169
H -0.9235 3.2566 -3.6780
H -4.2255 4.1496 -2.0128
H -3.6647 3.3035 -0.5504
H -4.0805 2.3762 -1.9959

Cartesian forces (eV/Å) of the 6 atoms listed first:
Hg 0.4 0.3 0.1
C -0.1 0.1 0.0
S 0.0 -0.1 0.0
C 0.0 -0.1 -0.1
S 0.0 0.0 0.0
N -0.1 0.2 0.0

---

Entry 4:
Formula: C17H32NO2
Source: the OMol25 dataset
Level of theory: ωB97M-V/def2-TZVPD

The relative energy (zero: lowest compared OMol25 entry of this formula, charge and spin) comes out at 2.6 kcal/mol. The charge is +1. As for the SMILES: CC(C)(C)[C@H]1CC[C@H](OC(=O)C[N+]2(C)CCCC2)CC1. As for the HOMO-LUMO gap: 10.23 eV. As for the maximum force: 0.0222 hartree/bohr. For the HOMO energy, the calculation gives -12.67 eV.

Geometry (Å):
C -4.9018 -0.0649 -1.3932
H -4.5507 0.8626 -1.8374
H -4.3748 -0.8972 -1.8532
H -5.9566 -0.1698 -1.6350
C -4.7264 -0.0632 0.1269
C -5.3542 -1.3420 0.6950
H -4.9611 -2.2300 0.2086
H -5.1730 -1.4195 1.7647
H -6.4296 -1.3252 0.5369
C -5.4922 1.1277 0.7161
H -6.5424 1.0657 0.4429
H -5.1110 2.0779 0.3521
H -5.4243 1.1265 1.8016
C -3.2381 0.0230 0.5609
C -2.4603 -1.2782 0.3079
H -2.7476 -2.0276 1.0437
C -0.9581 -1.0346 0.4183
C -0.4814 -0.1649 -0.7470
C -1.5714 0.7953 -1.2140
C -2.4723 1.2128 -0.0557
H -1.8500 1.6821 0.7088
H -3.1669 1.9721 -0.4081
H -1.0994 1.6743 -1.6563
H -2.1601 0.3071 -1.9882
H -0.1318 -0.7914 -1.5751
O 0.6559 0.6427 -0.3207
C 1.8298 0.0779 -0.2816
O 2.1103 -1.0509 -0.5843
C 2.8631 1.1128 0.2261
N 4.2652 0.6456 0.2399
C 5.1151 1.7691 0.6783
H 5.0546 2.5901 -0.0345
H 4.7900 2.1316 1.6525
H 6.1499 1.4418 0.7535
C 4.4561 -0.5115 1.1738
C 5.5849 -1.3243 0.5607
H 5.6024 -2.3394 0.9476
C 5.2204 -1.2719 -0.9193
H 6.0600 -1.4982 -1.5710
C 4.7244 0.1614 -1.1117
H 3.9030 0.2060 -1.8231
H 5.5252 0.8112 -1.4624
H 4.4146 -1.9747 -1.1255
H 6.5585 -0.8707 0.7483
H 4.6581 -0.1530 2.1816
H 3.5470 -1.1117 1.1716
H 2.7793 1.9992 -0.4075
H 2.5668 1.3957 1.2398
H -0.7492 -0.5151 1.3565
H -0.4134 -1.9797 0.4248
H -2.6809 -1.6807 -0.6804
H -3.2560 0.1778 1.6458

Cartesian forces (eV/Å) of the 6 atoms listed first:
C 0.1 0.0 0.3
H 0.0 0.1 -0.1
H 0.1 -0.1 -0.1
H -0.1 0.0 -0.1
C -0.1 0.0 0.2
C 0.1 0.2 -0.1

---

Entry 5:
Formula: C4H12N2
Source: the OMol25 dataset
Level of theory: ωB97M-V/def2-TZVPD

The relative energy (zero: lowest compared OMol25 entry of this formula, charge and spin) comes out at 14.3 kcal/mol. The charge is 0. As for the SMILES: NCCCCN. As for the HOMO-LUMO gap: 9.97 eV. As for the maximum force: 0.0299 hartree/bohr. For the HOMO energy, the calculation gives -8.86 eV.

Geometry (Å):
C -0.0812 -0.3179 1.6665
C -0.8449 0.4606 0.6001
C 0.0385 0.9087 -0.5724
C 0.4039 -0.2643 -1.4994
N -0.7617 -0.9347 -2.0702
N 0.9651 0.5014 2.2658
H 0.3410 -1.2114 1.2000
H -0.7557 -0.6367 2.4599
H -1.3575 1.2787 1.1125
H -1.5379 -0.1947 0.0880
H -0.6307 1.5374 -1.1812
H 0.9535 1.5035 -0.4869
H 1.0198 -0.9887 -0.9597
H 0.9791 0.1244 -2.3464
H -1.0314 -0.6169 -2.9819
H -0.8353 -1.9209 -1.9050
H 1.6800 0.7100 1.5764
H 1.4555 0.0614 3.0339

Cartesian forces (eV/Å) of the 6 atoms listed first:
C 0.2 -0.2 -0.1
C 1.2 0.1 0.4
C -0.8 0.2 -1.3
C -0.3 0.0 -0.4
N -0.1 0.3 0.9
N 0.3 0.5 -0.1

---

Entry 6:
Formula: H3PS
Source: the OMol25 dataset
Level of theory: ωB97M-V/def2-TZVPD

The relative energy (zero: lowest compared OMol25 entry of this formula, charge and spin) comes out at 52.3 kcal/mol. The charge is 0. As for the HOMO-LUMO gap: 8.29 eV. As for the maximum force: 0.0829 hartree/bohr. For the HOMO energy, the calculation gives -9.32 eV.

Geometry (Å):
P -0.7218 0.3313 0.3409
S 1.0516 -0.1742 -0.5377
H -0.1228 1.3153 1.1338
H -0.7024 -0.6059 1.3869
H 0.4953 -0.8664 -2.3240

Cartesian forces, eV/Å:
P -1.0 0.1 0.1
S 0.1 -1.7 -3.9
H 0.0 0.4 0.1
H -0.1 -0.2 0.2
H 0.9 1.4 3.6

---

Entry 7:
Formula: CHBr2IO2S
Source: the OMol25 dataset
Level of theory: ωB97M-V/def2-TZVPD

The relative energy (zero: lowest compared OMol25 entry of this formula, charge and spin) comes out at 75.7 kcal/mol. The charge is 0. As for the HOMO-LUMO gap (spin up / spin down): 5.28 / 5.28 eV. As for the maximum force: 0.0463 hartree/bohr. For the HOMO energy (spin up / spin down), the calculation gives -9.14 / -9.14 eV.

Geometry (Å):
C 0.5240 -0.6320 0.0805
O -1.3191 -0.6473 -1.7245
O -0.0783 1.3959 -1.3570
S -0.7173 0.2724 -0.8262
Br 1.9663 -0.7775 -0.9402
Br 1.2805 1.2192 2.7716
I -2.1453 0.5780 1.0805
H 0.4892 -1.4088 0.9155

Cartesian forces (eV/Å) of the 6 atoms listed first:
C 1.0 -0.8 2.0
O -0.4 -0.8 -0.2
O 0.6 2.0 -0.2
S -1.2 -1.1 1.7
Br 1.3 -0.2 -0.4
Br -0.3 -0.8 -1.3

---

Entry 8:
Formula: C23H31CrF6O3
Source: the OMol25 dataset
Level of theory: ωB97M-V/def2-TZVPD

The relative energy (zero: lowest compared OMol25 entry of this formula, charge and spin) comes out at 30.7 kcal/mol. The charge is -1. Its spin multiplicity is 5. As for the HOMO-LUMO gap (spin up / spin down): 5.45 / 6.40 eV. As for the maximum force: 0.0716 hartree/bohr. For the HOMO energy (spin up / spin down), the calculation gives -2.72 / -3.67 eV.

Geometry (Å):
O -0.9257 1.2288 -5.6068
C 0.4514 1.6276 -5.1920
C -0.0202 2.8668 -4.4272
H 1.0018 1.8109 -6.1324
H 0.9229 0.7763 -4.6261
C -1.4886 2.3620 -4.9159
H 0.2349 3.8917 -4.6869
H 0.0908 2.7551 -3.3647
C -2.2852 3.3110 -5.8689
H -1.8714 3.6238 -6.8774
H -2.5189 4.1996 -5.2882
H -3.2554 2.8111 -6.1101
C -2.2336 1.9844 -3.6289
H -1.5131 1.8111 -2.8123
H -2.8269 1.0489 -3.6979
H -2.8966 2.8254 -3.3320
Cr 0.4526 -0.8561 -0.9438
C 0.8850 1.3931 0.5688
C 1.6022 0.1644 0.6904
C 2.3540 -0.0249 -0.5553
H 1.6861 -0.4046 1.6173
C 1.7363 0.8873 -1.5270
C 0.8887 1.7991 -0.7844
H 0.4200 2.7212 -1.1249
H 0.3766 1.8916 1.3892
H 3.1514 -0.7403 -0.7303
H 1.9744 0.9450 -2.6004
C -1.4023 -0.9968 1.4684
C -1.8617 0.2827 1.0858
C -1.9084 0.3318 -0.3351
H -2.1873 1.0477 1.7991
C -1.6794 -1.0075 -0.8724
C -1.1977 -1.8076 0.3045
H -1.0590 -2.8872 0.3259
H -1.2368 -1.3017 2.4926
H -2.1213 1.2152 -0.9355
H -1.8574 -1.3912 -1.8911
O 1.0575 -1.8111 -3.9487
C 0.0841 -1.6678 -5.0620
C 0.4904 -2.3920 -6.3431
H -0.0294 -0.6297 -5.4005
H -0.8422 -2.0703 -4.6433
C 1.7226 -3.2020 -5.9183
H 0.7083 -1.6268 -7.0959
H -0.3603 -2.9636 -6.7283
C 1.6936 -3.0780 -4.3822
H 2.6867 -2.8623 -6.3446
H 1.5186 -4.2283 -6.2516
H 2.6359 -3.2551 -3.8611
H 0.9672 -3.8202 -4.0334
C 0.9924 -4.7120 -0.3727
C 1.9679 -3.5113 -0.3345
O 1.5031 -2.4107 -0.9219
C 2.3900 -3.3222 1.1906
F 2.7414 -4.5070 1.7633
F 3.4412 -2.4823 1.3746
F 1.3139 -2.8367 1.8851
C 3.3331 -3.8698 -1.0641
F 3.9697 -4.9667 -0.5592
F 3.1037 -4.1275 -2.3787
F 4.2159 -2.8450 -1.0453
H 0.4293 -4.6971 0.5737
H 1.5669 -5.6448 -0.4683
H 0.2879 -4.5924 -1.2143

Cartesian forces (eV/Å) of the 6 atoms listed first:
O 0.9 0.7 0.7
C -0.1 -0.9 -1.1
C -1.7 -0.7 -0.8
H 0.1 0.0 0.5
H -0.3 1.2 -0.3
C 1.2 1.3 0.6